33
Properties=species:S:1:pos:R:3:nbo_charge:R:1 method="wB97M-V/def2-TZVPD" total_charge=+1 orbital_gap_ha=0.31896 de_lowest_kj_mol=0.0
C -2.164 -1.439 2.854 -0.95
P -0.385 -1.242 2.898 1.10
C 0.333 -1.243 1.275 -0.74
C 1.843 -0.925 1.260 -0.41
C 2.134 0.544 0.885 -0.23
N 2.367 0.688 -0.542 -0.64
C 1.542 1.668 -1.255 -0.24
C 0.279 1.056 -1.813 -0.12
C 0.316 0.322 -3.000 -0.16
C -0.817 -0.267 -3.538 -0.22
C -2.042 -0.125 -2.888 -0.18
C -2.108 0.598 -1.704 -0.31
C -0.960 1.181 -1.179 0.34
O -1.030 1.893 0.016 -0.73
H -2.421 -2.032 1.977 0.28
H -2.538 -1.915 3.757 0.29
H -2.605 -0.447 2.753 0.28
H 0.196 -2.231 3.687 0.04
H -0.092 -0.041 3.542 0.04
H -0.241 -0.510 0.704 0.28
H 0.105 -2.229 0.857 0.27
H 2.317 -1.185 2.211 0.21
H 2.293 -1.563 0.502 0.25
H 1.269 1.159 1.147 0.19
H 2.969 0.915 1.485 0.20
H 3.345 0.793 -0.758 0.38
H 2.127 2.084 -2.073 0.22
H 1.276 2.505 -0.602 0.20
H 1.265 0.216 -3.514 0.22
H -0.748 -0.822 -4.464 0.23
H -2.942 -0.564 -3.297 0.23
H -3.058 0.725 -1.194 0.21
H -1.828 2.433 0.010 0.49

---

34
Properties=species:S:1:pos:R:3:mulliken_spin:R:1 method="wB97M-V/def2-TZVPD" orbital_gap_ha="0.28639 / 0.26035" spin_multiplicity=4
C -3.049 -0.759 0.416 0.02
C -2.709 -1.705 -0.603 -0.03
C -2.128 -0.998 -1.699 -0.01
C -2.042 0.384 -1.346 0.01
C -2.629 0.546 -0.040 0.09
Tc -0.874 -0.741 0.216 1.39
C -0.065 -2.708 -0.055 0.08
C -0.770 -2.629 1.160 0.08
C -1.157 -3.248 2.282 0.07
N -0.776 -0.205 1.822 1.18
H -1.807 -1.445 -2.638 0.01
H -2.891 -2.775 -0.567 0.01
H -1.674 1.179 -1.987 0.00
H -2.760 1.480 0.490 0.00
H -3.530 -0.989 1.358 -0.01
H -0.514 -3.320 -0.853 0.02
H -0.513 0.114 2.750 -0.02
H 1.028 -2.800 0.021 0.01
H -0.982 -4.323 2.446 0.00
H -1.647 -2.686 3.087 -0.01
C 3.379 0.802 -1.100 0.01
Si 1.831 1.591 -0.397 0.02
C 2.304 2.364 1.251 0.01
C 1.294 3.006 -1.507 0.00
O 0.710 0.403 -0.319 0.07
H 4.164 1.565 -1.220 0.00
H 3.179 0.348 -2.083 0.00
H 3.757 0.010 -0.434 0.00
H 3.119 3.088 1.069 0.00
H 1.469 2.908 1.719 0.00
H 2.673 1.617 1.970 0.00
H 1.025 2.658 -2.517 0.00
H 0.440 3.563 -1.091 0.00
H 2.144 3.704 -1.602 0.00

---

43
Properties=species:S:1:pos:R:3:nbo_charge:R:1 method="wB97M-V/def2-TZVPD" total_charge=+1 orbital_gap_ha=0.26346 de_lowest_kj_mol=75.5
Rh 0.016 0.538 0.127 0.46
S 0.167 1.361 2.456 -0.16
C 1.203 -0.008 2.302 -0.23
S 2.152 -0.012 0.828 -0.01
C 1.106 -1.151 3.087 -0.51
C -0.036 -1.409 3.898 0.31
N -1.025 -1.770 4.376 -0.39
C 1.844 -2.338 2.799 0.29
N 2.300 -3.360 2.518 -0.35
F 0.377 -0.657 -2.550 -0.52
B 0.495 0.435 -1.791 1.15
F 0.881 1.543 -2.409 -0.50
N -1.214 -3.629 1.674 -0.51
C -2.368 -2.714 1.402 -0.24
C -1.825 -1.348 1.035 -0.29
N -0.839 -1.340 -0.080 -0.51
C 0.155 -2.444 -0.002 -0.29
C -0.402 -3.789 0.422 -0.24
H -1.545 -4.538 2.000 0.44
H -0.660 -3.233 2.448 0.47
H -2.962 -2.633 2.309 0.27
H -2.959 -3.176 0.611 0.22
H -1.340 -0.924 1.913 0.25
H -2.638 -0.679 0.765 0.27
H -1.332 -1.394 -0.970 0.42
H 0.931 -2.154 0.695 0.27
H 0.634 -2.539 -0.974 0.26
H 0.430 -4.460 0.633 0.27
H -1.064 -4.244 -0.314 0.22
C -3.040 3.078 1.309 -1.02
P -2.330 2.721 -0.295 1.95
C -3.564 3.098 -1.533 -1.01
C -0.949 3.833 -0.533 -1.03
O -1.921 1.252 -0.417 -1.12
H -3.318 4.130 1.377 0.26
H -2.314 2.848 2.089 0.27
H -3.928 2.464 1.461 0.26
H -3.893 4.133 -1.438 0.26
H -4.421 2.437 -1.405 0.26
H -3.142 2.946 -2.526 0.27
H -1.292 4.868 -0.513 0.27
H -0.474 3.628 -1.493 0.27
H -0.218 3.688 0.265 0.27

---

40
Properties=species:S:1:pos:R:3:nbo_charge:R:1 method="wB97M-V/def2-TZVPD" total_charge=+2 orbital_gap_ha="0.29508 / 0.13510" de_lowest_kj_mol=187.8
C -4.157 1.599 -4.709 -0.79
C -3.515 1.402 -3.451 0.59
H -5.030 0.870 -4.771 0.27
H -3.409 1.572 -5.522 0.30
H -4.456 2.681 -4.722 0.29
O -3.217 0.665 -2.591 -0.52
I 1.070 2.608 -4.959 -0.25
Bi -0.484 1.541 -2.825 1.14
P 1.261 -0.584 -2.428 0.88
C 1.031 -2.274 -1.647 -0.92
C 2.117 -0.929 -4.026 -0.94
H 2.362 1.154 -1.099 0.27
H 3.471 -0.197 -1.706 0.27
H 2.391 -0.414 -0.267 0.24
C 2.505 0.075 -1.245 -0.94
H 2.488 -0.005 -4.488 0.28
H 2.972 -1.588 -3.780 0.26
H 1.813 -2.914 -2.114 0.27
H 0.031 -2.728 -1.830 0.26
H 1.435 -1.400 -4.754 0.27
H 1.197 -2.225 -0.546 0.25
C -1.496 -0.630 -0.558 0.52
O -1.790 -1.552 0.045 -0.48
Cl 0.245 3.140 -1.036 -0.50
C 2.451 0.764 4.201 -0.43
N 1.114 0.225 4.329 -0.29
C 0.684 -0.631 5.316 0.01
C -0.627 -0.911 5.081 0.00
N -0.996 -0.219 3.937 -0.29
C -2.330 -0.234 3.340 -0.43
C 0.103 0.454 3.419 0.10
Se 0.317 1.253 1.807 0.30
H 2.676 0.924 3.146 0.24
H 3.190 0.074 4.636 0.25
H 2.555 1.747 4.667 0.25
H 1.332 -1.020 6.094 0.27
H -1.290 -1.589 5.581 0.27
H -2.861 -1.200 3.508 0.25
H -2.973 0.594 3.706 0.25
H -2.179 -0.099 2.262 0.23

---

39
Properties=species:S:1:pos:R:3:nbo_charge:R:1 method="wB97M-V/def2-TZVPD" total_charge=-1 orbital_gap_ha=0.30428
C 3.214 -0.511 -1.014 -0.74
C 2.488 0.954 -1.131 0.79
O 2.988 1.938 -0.335 -0.62
O 1.393 1.327 -2.038 -0.53
C 0.339 0.303 -2.101 -0.57
Ga -1.053 0.427 -0.538 1.09
Br -1.494 2.752 0.153 -0.54
C -2.913 -0.282 -1.235 -0.98
C -3.316 -1.698 -0.484 0.51
O -3.503 -2.845 -1.155 -0.62
Br -3.564 -1.806 1.526 -0.05
H 2.854 -1.157 -1.947 0.22
H 2.956 -1.043 0.009 0.26
H 4.394 -0.385 -1.141 0.25
H 0.719 -0.796 -2.229 0.18
H -0.293 0.543 -3.085 0.19
H -0.667 -0.535 0.683 -0.33
H -3.745 0.522 -1.031 0.26
H -2.895 -0.463 -2.394 0.24
C 3.535 4.966 -0.180 -0.73
C 2.650 6.180 -0.280 0.58
O 1.433 6.098 -0.118 -0.53
C 3.311 7.497 -0.585 -0.72
H 2.922 4.087 0.044 0.29
H 4.048 4.801 -1.131 0.22
H 4.261 5.101 0.626 0.21
H 3.814 7.445 -1.554 0.22
H 4.027 7.745 0.203 0.22
H 2.550 8.284 -0.627 0.23
C -4.003 -6.427 3.040 -0.72
C -2.789 -5.590 2.736 0.59
O -2.274 -4.875 3.595 -0.55
C -2.229 -5.661 1.340 -0.73
H -4.295 -6.275 4.085 0.23
H -4.833 -6.125 2.397 0.23
H -3.771 -7.484 2.892 0.22
H -2.981 -5.325 0.621 0.25
H -1.919 -6.684 1.116 0.22
H -1.355 -5.005 1.266 0.24

---

42
Properties=species:S:1:pos:R:3:nbo_charge:R:1 method="wB97M-V/def2-TZVPD" orbital_gap_ha=0.17236 de_lowest_kj_mol=186.8
C 4.042 -1.724 1.621 -0.64
C 3.531 -1.399 0.144 -0.08
O 2.092 -1.572 0.158 -0.82
P 1.292 -0.495 -0.811 2.32
O 2.135 0.221 -1.794 -1.06
C 0.081 -1.522 -1.818 -0.79
C -1.425 -1.103 -1.609 -0.43
C -2.169 -1.971 -0.531 -0.23
N -2.190 -1.319 0.811 -0.06
C -1.914 -2.005 1.933 0.07
C -1.868 -1.525 3.289 -0.18
C -2.176 -0.081 3.385 -0.12
C -2.454 0.503 2.077 0.03
N -2.487 -0.045 0.871 -0.11
O 0.443 0.521 0.245 -0.85
C 0.523 1.923 -0.166 -0.10
C 0.055 2.810 1.075 -0.64
H 3.222 -1.492 2.341 0.21
H 4.893 -1.018 1.825 0.21
H 4.437 -2.758 1.725 0.21
H 3.873 -0.367 -0.077 0.22
H 3.972 -2.185 -0.510 0.19
H 0.316 -1.358 -2.901 0.30
H 0.209 -2.615 -1.625 0.22
H -1.462 -0.007 -1.412 0.28
H -1.983 -1.262 -2.570 0.25
H -1.597 -2.932 -0.446 0.22
H -3.205 -2.267 -0.843 0.25
H -1.705 -3.093 1.793 0.24
H -1.652 -2.142 4.181 0.27
H -2.191 0.458 4.349 0.27
H -2.677 1.597 2.092 0.25
H 1.545 2.276 -0.410 0.22
H -0.242 2.089 -0.985 0.24
H 0.987 3.234 1.539 0.21
H -0.605 3.640 0.724 0.24
H -0.427 2.201 1.876 0.18
O -0.562 2.115 -3.163 -0.92
Cl -0.644 3.358 -3.914 2.55
O 0.044 4.394 -3.176 -0.88
O -2.031 3.726 -4.086 -0.87
O -0.024 3.191 -5.204 -0.86

---

49
Properties=species:S:1:pos:R:3:nbo_charge:R:1 method="wB97M-V/def2-TZVPD" total_charge=+3 orbital_gap_ha=0.31695 de_lowest_kj_mol=26.6
Pt -0.312 -0.065 0.113 1.54
C 0.275 -2.846 0.966 -0.26
C 0.549 -1.877 2.110 -0.25
N -0.449 -0.760 2.006 -0.48
C -1.873 -1.154 2.325 -0.26
C -2.840 -0.365 1.457 -0.26
N -2.318 -0.243 0.050 -0.49
C -2.574 -1.366 -0.926 -0.26
C -1.712 -2.557 -0.578 -0.26
N -0.313 -2.104 -0.215 -0.54
H 1.191 -3.346 0.659 0.28
H -0.435 -3.618 1.254 0.24
H 0.476 -2.348 3.091 0.28
H 1.532 -1.422 2.016 0.27
H -0.163 -0.004 2.633 0.45
H -1.962 -2.228 2.186 0.24
H -2.059 -0.949 3.380 0.29
H -3.828 -0.828 1.442 0.28
H -2.952 0.652 1.834 0.25
H -2.734 0.595 -0.363 0.45
H -3.637 -1.612 -0.934 0.28
H -2.302 -0.973 -1.906 0.26
H -2.118 -3.113 0.263 0.23
H -1.657 -3.241 -1.425 0.29
H 0.281 -2.192 -1.048 0.49
F 3.244 -2.174 -0.911 -0.31
C 3.983 -1.070 -0.799 0.80
F 4.571 -1.031 0.371 -0.26
F 4.825 -0.970 -1.784 -0.24
S 2.796 0.373 -0.883 2.19
O 1.734 -0.112 0.118 -0.98
O 3.420 1.576 -0.497 -0.79
N 2.267 0.323 -2.368 -1.14
S 0.768 0.087 -2.671 2.14
O -0.076 0.938 -1.725 -0.92
O 0.302 -1.280 -2.616 -0.95
C 0.502 0.562 -4.493 0.87
F 1.260 -0.255 -5.162 -0.24
F -0.775 0.350 -4.710 -0.27
F 0.828 1.811 -4.668 -0.25
C 0.822 4.858 2.058 -0.59
C -0.124 4.462 0.903 -0.56
C -0.270 3.026 0.770 0.66
N -0.396 1.886 0.693 -0.56
H 0.576 5.871 2.365 0.27
H 1.858 4.837 1.729 0.25
H 0.705 4.206 2.922 0.22
H 0.244 4.817 -0.065 0.31
H -1.131 4.870 1.030 0.30

---

36
Properties=species:S:1:pos:R:3:nbo_charge:R:1 method="wB97M-V/def2-TZVPD" orbital_gap_ha=0.14849
C -2.363 0.699 3.511 -0.66
C -1.972 -0.020 2.136 -0.71
P -0.195 -0.660 2.106 0.97
C -0.241 -2.372 2.898 -0.75
C -1.255 -3.421 2.178 -0.63
N 0.233 -0.773 0.349 -0.31
C 0.704 -1.955 -0.270 0.01
C 1.103 -2.200 -1.731 -0.17
C 0.980 -0.879 -2.586 -0.19
C 0.490 0.286 -1.702 0.22
C 0.380 1.706 -2.478 -0.44
C 1.894 2.224 -2.646 -0.42
C 2.031 3.710 -3.236 -0.51
S 3.548 4.470 -2.405 -0.07
N 0.122 0.350 -0.357 -0.18
H -2.213 0.040 4.438 0.19
H -3.504 0.884 3.443 0.35
H -1.870 1.727 3.606 0.20
H -2.147 0.699 1.265 0.28
H -2.658 -0.932 2.018 0.28
H -0.576 -2.223 3.986 0.28
H 0.799 -2.837 2.933 0.24
H -1.784 -2.848 1.330 0.22
H -1.987 -3.880 2.918 0.25
H -0.593 -4.219 1.686 0.20
H 0.803 -2.868 0.424 0.24
H 1.477 -3.183 -2.168 0.27
H 1.258 -0.833 -3.683 0.26
H -0.306 2.440 -1.935 0.25
H -0.051 1.478 -3.508 0.22
H 2.360 2.245 -1.590 0.22
H 2.470 1.429 -3.230 0.21
H 2.322 3.647 -4.349 0.22
H 1.098 4.354 -3.090 0.24
H 4.372 3.348 -2.233 0.13
F -4.728 0.370 1.972 -0.95

---

What molecular weight values result from the calculations? In sequence: 212.25, 307.36, 471.13, 693.56, 461.81, 358.72, 659.51, 262.33 g mol⁻¹.